Entry 1:
ORCA calculation (wB97M-V/def2-TZVPD) on a 4-piece molecular cluster, C26H37FN4O5S overall.

Structure (XYZ):
```
74
Properties=species:S:1:pos:R:3
C -2.68480 2.17293 -5.28139
C -1.29487 2.44136 -5.86800
C -0.22140 1.39176 -5.50500
O -0.80287 0.27149 -4.82801
C 0.08590 -0.45279 -4.08297
C 1.34786 -0.81712 -4.55015
C 2.20749 -1.52916 -3.72668
C 1.85055 -1.91205 -2.43543
C 0.57808 -1.57693 -1.99846
C -0.28701 -0.85440 -2.80854
S 0.02961 -2.08146 -0.39036
C 1.58369 -2.18991 0.46239
C 1.63265 -2.03021 1.84879
C 0.37800 -1.79191 2.65850
C 0.41162 -0.46849 3.34742
O 1.22896 -0.10747 4.10876
F -0.59656 0.33669 3.04030
C 2.85081 -2.12220 2.51581
C 4.02636 -2.33265 1.81175
C 3.96066 -2.48540 0.43314
C 2.75502 -2.43915 -0.25579
N 2.80681 -2.65348 -1.66860
H -2.73416 2.43284 -4.23058
H -2.98904 1.15098 -5.47972
H -3.38730 2.82016 -5.79034
H -1.35230 2.51593 -6.95290
H -0.94529 3.40479 -5.50008
H 0.28534 1.08832 -6.41842
H 0.49350 1.85556 -4.82734
H 1.68285 -0.56020 -5.54258
H 3.19209 -1.78635 -4.09124
H -1.26976 -0.58774 -2.44401
H 0.27242 -2.54331 3.44200
H -0.52455 -1.86723 2.06233
H 2.90725 -2.03089 3.58915
H 4.98295 -2.40763 2.30205
H 4.87493 -2.64743 -0.11843
H 2.68381 -3.63887 -1.88296
C 3.46739 1.68326 4.82562
N 4.84941 2.01423 4.52654
C 5.61508 2.80997 5.46914
C 5.45151 1.60337 3.39408
O 6.60509 1.84935 3.09525
H 2.88291 2.59929 4.93712
H 3.41641 1.11218 5.75513
H 3.04603 1.09234 4.02637
H 5.96155 3.72677 4.99055
H 6.49028 2.25257 5.80552
H 4.99224 3.05965 6.32452
H 4.78894 1.00533 2.74442
C -0.15088 -2.70331 7.80277
N -0.01417 -3.71959 6.77732
C -0.80041 -4.93911 6.87397
C 0.82002 -3.57234 5.73367
O 0.97878 -4.38558 4.84153
H 0.12093 -3.11537 8.77643
H -1.18266 -2.34911 7.84336
H 0.50145 -1.86091 7.58244
H -0.14008 -5.80516 6.92150
H -1.43544 -5.04403 5.99396
H -1.41922 -4.90395 7.76673
H 1.37057 -2.61456 5.75393
C -8.40943 4.34955 -6.12343
N -7.12816 3.68695 -5.98455
C -6.50819 3.08577 -7.15345
C -6.48515 3.60648 -4.80308
O -5.41117 3.06103 -4.63928
H -9.15971 3.64357 -6.48531
H -8.32978 5.17577 -6.83290
H -8.73222 4.74252 -5.16182
H -6.35814 2.01822 -6.98884
H -5.53421 3.54146 -7.33527
H -7.14555 3.23386 -8.02143
H -7.03331 4.09117 -3.97694
```

Computed properties:
**Orbital gap**: 0.3068 Eh
**SMILES**: CCCOc1ccc2c(c1)Sc1c(CC(=O)F)cccc1N2.CN(C)C=O.CN(C)C=O.CN(C)C=O
**LUMO energy**: 0.5598 eV

=====

Entry 2:
ORCA calculation (wB97M-V/def2-TZVPD) on C20H17N2O3PdS2 as an isolated structure.

Structure (XYZ):
```
45
Properties=species:S:1:pos:R:3
Pd -0.42119 -0.98014 -1.56600
S -0.26002 -3.07852 -2.98671
C 1.30863 -2.40662 -3.20048
C 2.40784 -3.11218 -3.72392
C 3.63793 -2.49844 -3.77789
C 3.77708 -1.18858 -3.31497
C 2.65565 -0.55180 -2.82534
N 1.45724 -1.13008 -2.78321
H 2.26191 -4.13074 -4.05472
H 4.49930 -3.03024 -4.16454
H 4.73006 -0.67838 -3.33347
H 2.70604 0.46937 -2.46423
C -1.92039 -0.09129 -2.92696
C -1.77136 1.26465 -2.50563
C -2.44844 1.77083 -1.36633
C -2.29988 3.07168 -0.96297
C -1.45833 3.94722 -1.66919
C -0.76410 3.46067 -2.78985
C -0.91585 2.16027 -3.19719
C -1.30002 5.30346 -1.28654
N -1.16355 6.41244 -0.99719
H -1.60471 -0.32315 -3.93697
H -2.79037 -0.63868 -2.58125
H -3.06514 1.08622 -0.79701
H -2.82334 3.44077 -0.08998
H -0.10661 4.13571 -3.32393
H -0.37857 1.79159 -4.06331
C -0.02640 -0.82332 6.88786
C -0.16079 -0.79757 5.38744
C -0.98736 -1.69614 4.72162
C -1.08199 -1.68540 3.33748
C -0.34371 -0.76781 2.61135
C 0.47961 0.14171 3.25648
C 0.56752 0.12482 4.63843
S -0.35287 -0.82795 0.82960
O 0.03377 0.50258 0.35614
O 0.63208 -1.86104 0.49871
O -1.71985 -1.19735 0.42560
H -0.77635 -1.46568 7.34793
H -0.12217 0.18119 7.30257
H 0.95813 -1.20412 7.16980
H -1.56551 -2.41197 5.29492
H -1.72530 -2.38031 2.81269
H 1.03663 0.85435 2.66159
H 1.20474 0.83798 5.14959
```

Computed properties:
**Net charge**: -1
**Orbital gap (spin up / spin down)**: 0.2268 / 0.2627 Eh
**Multiplicity**: 3
**Expectation value of S²**: 2.026
**LUMO energy (spin up / spin down)**: 2.6118 / 2.3012 eV

=====

Entry 3:
ORCA calculation (wB97M-V/def2-TZVPD) on C20H20Cl52FN3O4Si2 as an isolated structure.

Structure (XYZ):
```
102
Properties=species:S:1:pos:R:3
N -1.29187 -0.04783 1.73326
C -0.88189 0.51577 0.45555
C 0.59521 0.93552 0.51708
Si 1.83043 -0.42120 0.21058
C 2.55040 -0.26278 -1.49736
C 3.82508 -1.07761 -1.76836
O 4.79080 -0.25345 -2.44222
C 3.61610 -2.38648 -2.55657
N 2.68069 -2.37999 -3.67570
O 1.17269 -1.96343 0.50283
N 0.10189 -2.40223 -0.32637
O 0.46728 -2.79055 -1.35867
O 3.06439 -0.27380 1.31375
Si 3.66915 -1.61167 2.12577
C 5.42663 -1.16594 2.61554
C 6.16181 -0.36066 1.54251
F 6.95610 -1.19862 0.75083
H -0.81243 -0.91242 1.93326
H -2.28878 -0.18752 1.79025
H -1.08310 -0.15167 -0.39817
H -1.48787 1.41162 0.27609
H 0.77430 1.68937 -0.25459
H 0.77839 1.36775 1.50348
H 1.76027 -0.45495 -2.23370
H 2.80547 0.80176 -1.58856
H 4.32435 -1.35408 -0.83690
H 4.35374 0.15792 -3.18939
H 3.35479 -3.19815 -1.87074
H 4.60503 -2.63543 -2.95641
H 1.73425 -2.54690 -3.36031
H 2.67955 -1.47876 -4.13105
H 2.83873 -1.94574 3.29879
H 3.74767 -2.75053 1.18674
H 5.44503 -0.62744 3.56592
H 5.96973 -2.10604 2.76581
H 6.82958 0.37337 1.99615
H 5.49435 0.17790 0.86622
C -2.51505 -1.96498 5.32697
Cl -2.39257 -0.80127 6.65706
Cl -3.81120 -1.45416 4.23661
Cl -0.98305 -2.00740 4.45547
Cl -2.89041 -3.57077 5.95144
C 10.00949 2.30475 1.19843
Cl 9.04254 3.53983 0.38444
Cl 9.26387 0.72616 0.95990
Cl 11.64427 2.30155 0.52915
Cl 10.08421 2.66743 2.92817
C -0.53918 4.56068 -2.33972
Cl 0.11957 6.00865 -3.09643
Cl 0.11172 3.12626 -3.15276
Cl -0.10394 4.54067 -0.62969
Cl -2.29841 4.55734 -2.50949
C -6.77568 3.91538 -3.92193
Cl -5.18393 3.89045 -3.14519
Cl -7.95613 3.10900 -2.89191
Cl -7.27045 5.58379 -4.21316
Cl -6.63722 3.05647 -5.45567
C 3.00070 4.48200 2.25525
Cl 1.27498 4.65037 2.60207
Cl 3.38680 2.78727 1.95302
Cl 3.40398 5.45917 0.83672
Cl 3.93155 5.04200 3.64702
C 0.75348 -3.87424 8.94309
Cl -0.35268 -2.62663 8.36544
Cl 0.14601 -5.45945 8.45706
Cl 2.35443 -3.61524 8.24237
Cl 0.86336 -3.80242 10.70552
C -3.31489 1.20315 -7.58599
Cl -2.32736 1.80172 -8.92151
Cl -3.13807 2.27929 -6.19709
Cl -5.01119 1.15031 -8.08815
Cl -2.78645 -0.42048 -7.14145
C -11.49341 0.87729 -3.24214
Cl -13.24749 0.81697 -3.05645
Cl -10.86813 -0.73872 -3.57082
Cl -11.07865 1.94568 -4.58603
Cl -10.76393 1.49502 -1.75336
C -1.14852 -4.75263 -3.89172
Cl -1.89538 -4.89133 -2.29916
Cl -2.03579 -5.74735 -5.04935
Cl -1.19936 -3.06425 -4.41760
Cl 0.53032 -5.28992 -3.80905
C 2.70324 4.18620 -6.20013
Cl 3.58538 4.78503 -7.60426
Cl 3.16909 5.10572 -4.76808
Cl 0.96811 4.34568 -6.47469
Cl 3.09350 2.47503 -5.95808
C -1.57698 -8.49127 10.48820
Cl -2.39910 -8.01540 8.99731
Cl -1.35931 -7.07370 11.51735
Cl -2.55081 -9.69430 11.33717
Cl 0.00032 -9.17911 10.09161
C 0.52623 7.52948 5.34289
Cl -0.15510 8.47481 6.67022
Cl 2.08532 8.21029 4.87131
Cl 0.74685 5.85678 5.86279
Cl -0.57746 7.57973 3.96318
C -8.94331 -3.67506 -5.66281
Cl -8.37763 -4.45445 -7.14236
Cl -8.47665 -4.64903 -4.26582
Cl -8.21762 -2.07035 -5.52789
Cl -10.70473 -3.52862 -5.71261
```

Computed properties:
**Orbital gap**: 0.3233 Eh
**LUMO energy**: -0.5000 eV

=====

Entry 4:
ORCA calculation (wB97M-V/def2-TZVPD) on one molecule with the formula C5H8N2O.

Structure (XYZ):
```
16
Properties=species:S:1:pos:R:3
O -0.50058 1.77093 1.67703
N -0.50768 0.53277 0.90317
C -1.36782 0.90999 -0.21422
N -1.15096 0.22613 -1.30967
C -0.12030 -0.78028 -0.80127
C 1.23105 -1.52938 -1.22944
C 1.56880 -1.26449 0.31571
C 0.63807 -0.01312 0.23331
H -1.22540 1.73318 2.47801
H -1.79137 2.09517 -0.11696
H -0.80581 -1.50921 -0.36243
H 1.92804 -0.82305 -1.74131
H 1.17397 -2.44459 -1.88524
H 2.61631 -1.10175 0.53378
H 0.93430 -2.16362 0.80680
H 1.08630 0.79771 -0.10790
```

Computed properties:
**Orbital gap**: 0.3654 Eh
**SMILES**: ON1C=N[C@H]2CC[C@@H]21
**LUMO energy**: 0.7550 eV

=====

Result set for F_max: 1.3 2.4 1.1 5.0 eV Å⁻¹, one per record in the order listed.
Result set for molar mass: 536.67 503.92 2285.12 112.13 g mol⁻¹, one per record in the order listed.
Result set for energy above the lowest of the compared OMol25 structures with the same formula, charge and spin: 0.00 0.00 0.00 644.00 kJ/mol, one per record in the order listed.